(1)
119
Properties=species:S:1:pos:R:3:mulliken_charge:R:1 method="wB97M-V/def2-TZVPD" energy_ev=-80910.7747 spin_multiplicity=1 charge=+1 e_lumo_ev=-2.256
H 9.68656 -3.40217 -5.93466 0.28
C -3.77947 3.02918 2.74443 0.45
H -5.68333 -0.90784 0.16500 0.39
H -8.76731 -2.79949 5.04503 0.34
H 5.87032 -0.52785 -4.41798 -0.10
C -4.13913 0.49240 -1.18965 -0.77
H -5.85708 1.56728 -2.00497 0.46
H 1.88846 1.79560 -1.11920 0.19
N -2.36107 -1.45079 2.95044 -0.52
C 0.85530 -1.14685 -0.51938 -0.12
C -4.96083 -0.62965 0.93031 -1.17
C 4.93665 -6.98658 -1.09456 -0.45
H -5.06713 2.76234 5.79581 0.39
H 2.25565 -0.35615 0.89866 0.42
C 6.45403 -6.88917 -2.92213 0.62
H 2.23913 0.86989 -3.97857 0.34
O -5.93696 -1.20879 5.63984 -0.32
H -4.68700 -1.54494 1.45068 0.24
H 5.36611 3.76039 -0.55310 0.07
H 8.17451 -4.33624 -5.84708 0.30
C -5.20966 1.58177 -1.13014 -0.93
H 6.62019 -7.73767 0.09860 0.32
C 1.95355 -0.12161 -0.12326 -0.43
H 2.84012 -0.30201 -0.72832 0.27
H -8.93441 5.56405 1.32500 0.28
C -2.17212 -2.03729 1.61825 -0.64
H -5.16850 4.22604 3.81672 0.09
H -6.56650 3.79767 0.57597 0.08
H 10.11772 -4.69815 -3.88982 0.41
H 5.07941 -6.03238 -0.58470 0.26
C 3.20868 0.38519 -3.86949 -0.29
H -10.21332 4.68036 -0.50432 0.35
H 5.92844 -8.93367 -1.01154 0.28
C -3.77101 0.11626 0.26732 2.00
O -4.02561 1.69620 2.86339 -0.09
C -8.34039 2.78337 1.15162 0.52
H -3.23944 -1.75608 3.35048 0.29
O -1.61322 -1.13618 -1.00213 -0.46
O 8.08924 5.60551 -0.42298 -0.37
H -5.45428 0.02722 1.64202 0.08
C 6.14757 4.32913 -0.05355 -0.21
H -3.36789 2.41548 5.48810 0.33
H 0.47180 -1.62019 0.38688 -0.10
C -7.45077 4.00910 1.18170 0.08
C -6.83874 -0.33072 6.15982 0.58
O 7.09468 -7.47980 -1.88908 -0.35
H 5.32860 6.01037 1.10540 0.30
H -7.78363 5.86441 0.02513 0.36
H 10.30612 -2.33128 -3.26656 0.27
H -1.27440 0.23985 0.90968 0.21
C 1.59109 1.37171 -0.15898 -1.13
H -8.83441 -0.69259 6.86658 0.34
H -2.99535 -2.69868 1.33457 0.42
C 8.08118 -2.34117 -5.04269 0.57
H 8.40266 -4.71077 -3.50667 -0.24
H 6.35098 3.85399 0.90762 0.25
C 7.19502 6.45790 0.13166 0.44
H 3.86102 1.41197 -5.64019 0.28
C -4.33323 2.59542 5.01284 -0.71
C -8.33071 5.08662 0.55260 -0.65
H -0.35319 0.45280 -1.44999 0.45
H -6.69066 -2.12215 3.94812 0.12
C 4.05914 0.46850 -5.12938 -0.72
H -1.25648 -2.62320 1.53455 0.40
C 6.15566 -7.87484 -0.87435 -0.45
H -8.76936 4.08320 -1.34036 0.25
H -0.16203 -0.99204 -2.41298 0.31
O -9.36074 2.98047 0.29740 -0.39
O 7.37400 -1.71670 -5.78402 -0.58
O 3.95635 1.08061 -2.85749 -0.32
H -3.64236 1.06072 0.79926 -0.90
O -8.18109 1.75599 1.75298 -0.56
H -3.47547 4.49158 4.29063 0.38
H -2.38533 -0.43510 2.94080 0.28
O 6.09986 1.57477 -2.46515 -0.58
H 3.86784 -0.34046 -5.83117 0.36
H 9.07867 -2.87260 -2.11001 0.33
H 6.17450 1.05170 -5.15343 0.38
C 5.47514 0.47518 -4.55704 0.06
H 2.14318 1.88982 0.62135 0.37
O -3.30937 3.48313 1.74029 -0.63
C 5.28043 1.11292 -3.20093 0.33
C -9.22338 4.25596 -0.36271 -0.46
H 8.09071 3.56011 -0.70902 0.31
C 7.42997 4.40715 -0.87061 -0.35
H -6.05943 -3.21983 5.19609 0.35
H 4.59488 -5.80606 -2.92066 0.26
H 7.23186 4.49746 -1.94002 0.24
C -4.69513 1.42473 4.12136 -0.26
H -7.96114 -2.90375 6.60903 0.28
H -4.51105 -0.41248 -1.67599 0.47
C 9.20509 -4.10730 -3.92236 0.09
C -6.63340 -2.31206 5.02360 -0.28
H 0.52940 1.58144 -0.02617 0.33
H 1.33335 -1.96204 -1.06344 0.38
H 4.01449 -7.43174 -0.72672 0.31
C 5.82374 5.80609 0.16021 -0.40
H -3.27405 0.81478 -1.77050 0.38
C -4.20929 3.74225 4.00837 -0.37
C 4.97455 -6.77453 -2.60717 -0.46
C 9.32000 -2.78885 -3.16683 -0.54
H 4.44971 -7.56320 -3.14833 0.27
H 3.05776 -0.64725 -3.53847 0.22
H -5.76902 1.35868 3.93510 0.11
H -5.81898 1.47964 -0.23349 -0.07
C -0.28091 -0.63145 -1.39461 -0.52
H 5.23282 6.22170 -0.65766 0.26
P -2.18050 -0.70162 0.40341 0.10
C -8.24333 -0.86380 5.97192 -0.44
H -7.15098 4.24364 2.19975 0.14
O -6.52532 0.71377 6.65099 -0.58
H -4.34528 0.47581 4.51914 0.24
C 8.81546 -3.63526 -5.31955 -0.48
H -4.70642 2.54935 -1.09345 0.35
O 7.49252 7.55169 0.50860 -0.56
O 8.35640 -1.91449 -3.78975 -0.34
O 7.02268 -6.54974 -3.91849 -0.60
C -8.00834 -2.34231 5.67552 -0.57
H -8.69601 -0.34068 5.12736 0.22



(2)
10
Properties=species:S:1:pos:R:3:mulliken_charge:R:1 method="wB97M-V/def2-TZVPD" energy_ev=-20030.9726 spin_multiplicity=1 charge=-1 de_lowest_ev=2.681 e_lumo_ev="3.009 / 3.009"
H 3.73996 -1.83091 -0.00682 0.18
N 0.20632 -1.11385 0.07790 0.51
O -2.53254 1.12893 -0.05982 -0.44
C -1.92093 -0.09161 -0.04160 0.30
H -3.48490 0.96895 -0.13453 0.30
C -0.52880 -0.04573 0.03759 -0.36
O 3.74182 -0.88530 -0.15592 -1.01
H -0.03620 0.92012 0.06394 0.43
S -2.86698 -1.45782 -0.13537 -0.45
N 1.17065 -1.74220 0.08828 -0.46



(3)
26
Properties=species:S:1:pos:R:3:mulliken_charge:R:1 method="wB97M-V/def2-TZVPD" energy_ev=-34346.6174 spin_multiplicity=1 de_lowest_ev=4.223 e_lumo_ev="-2.533 / -0.417"
H 3.40343 -2.92811 0.09162 0.27
I -5.50121 0.92868 -1.57100 0.19
O -2.76687 1.75299 -2.66833 -0.52
H -0.38506 -0.67212 2.10759 0.31
H -4.64237 3.16052 -0.45037 0.49
H -1.44626 -1.65498 -1.53209 0.37
H -2.64121 1.78912 0.85220 0.55
H -2.45522 -0.21702 -1.87690 0.33
C 2.79130 -0.75725 0.22731 -0.36
C 3.50923 -1.99195 0.77495 -1.20
N -3.05910 2.64611 -1.83778 0.95
H 2.70792 -0.73401 -0.80214 0.40
O -2.36035 3.70002 -1.67245 -0.55
I -3.84360 -2.30639 -0.63042 -0.02
C 0.53984 -1.28186 0.20832 0.63
H -1.10562 -2.09960 1.38840 0.25
C -2.12475 -0.94059 -1.06568 -0.98
C -2.26833 0.79373 0.63570 -0.76
H 3.21991 0.24438 0.40005 0.38
O 1.49083 -0.60381 0.79102 -0.34
O 0.60509 -2.14855 -0.68817 -0.62
C -4.14189 2.37248 -0.94168 -0.79
H 4.56870 -1.84454 0.71708 0.37
H 3.30870 -2.27589 1.71149 0.42
C -1.77380 -0.36118 0.35446 0.64
C -0.73286 -1.05959 1.08646 -0.41



(4)
49
Properties=species:S:1:pos:R:3:mulliken_charge:R:1 method="wB97M-V/def2-TZVPD" energy_ev=-26110.7301 spin_multiplicity=1 charge=+1 de_lowest_ev=3.750 e_lumo_ev=-2.574
O -2.81246 2.64971 1.57490 -0.56
H -1.67053 1.09800 3.23598 0.24
H 1.82079 -1.49344 -3.16060 0.32
H -1.54241 1.48683 -0.07476 0.09
H 3.44482 1.57673 0.14523 0.32
O 2.80237 -1.23345 -1.07067 -0.64
H -0.42241 -2.25830 0.60346 0.39
H 2.26391 2.34093 -4.01217 0.30
H -2.12893 -1.32338 -0.79732 0.34
H -0.15118 1.16343 -2.16822 -0.24
C -1.21577 0.92260 -2.07612 0.08
H -2.38711 2.02977 -3.62686 0.39
H 1.23915 -0.58638 1.70507 0.43
H -1.44796 -0.03308 -2.53011 0.40
O -2.13415 -3.36825 -2.21856 -0.63
H -3.31702 1.61012 -2.35130 0.30
C 1.01562 -2.52002 2.95396 -1.05
H 2.01041 -2.11153 3.17458 0.31
H -2.03630 2.88437 -2.09275 0.35
H -2.35847 -0.60413 0.69802 0.20
O 3.08631 2.40770 0.46891 -0.69
H -3.76106 2.76876 1.48191 0.28
O 1.81315 -1.91723 -4.02870 -0.65
N 0.21664 -0.54121 1.72031 0.17
H 3.69167 -1.56258 -0.92978 0.31
H -0.23253 0.37001 1.74379 0.36
C -0.31010 -1.17817 0.46278 -0.19
H 2.79494 1.32911 3.42129 0.29
H 3.76467 3.09497 0.36386 0.31
H -2.99073 0.21401 3.10828 0.24
C -1.62892 -0.62836 -0.12510 -0.73
H 0.35104 -0.97294 -0.38430 -0.18
H 2.88170 -0.29994 -1.25286 0.28
H 2.69839 1.58700 1.91593 0.38
H -0.98827 -1.63387 3.22015 0.45
H -2.43721 3.48835 1.28610 0.29
H 1.28644 1.67888 -3.00999 0.25
N -1.24157 0.68936 -0.61546 0.11
C 0.01222 -1.33025 2.98196 -0.59
H -2.84772 -2.99676 -2.71585 0.32
H 0.93268 -2.92090 1.94078 0.30
O 2.33269 1.00785 2.62440 -0.60
O 1.92975 2.37764 -3.12476 -0.62
H -1.32539 -2.86627 -2.36742 0.32
H 0.75280 -3.27886 3.67075 0.37
O -2.07033 0.33044 2.84120 -0.50
H 0.32555 -0.64604 3.78226 0.33
H 2.27263 -2.74184 -3.84937 0.32
C -2.28181 1.94061 -2.54282 -1.27